1.
{
  "formula": "C48H57BN3O11P2S2",
  "method": "ωB97M-V/def2-TZVPD",
  "total_charge": -1,
  "e_above_lowest_ev": 0.000,
  "elements": ["C", "C", "P", "C", "P", "C", "C", "C", "S", "C", "S", "N", "C", "C", "N", "C", "C", "C", "C", "O", "C", "C", "C", "C", "C", "C", "C", "N", "C", "C", "C", "B", "O", "O", "C", "H", "H", "H", "H", "H", "H", "H", "H", "H", "H", "H", "H", "H", "H", "H", "H", "H", "H", "H", "H", "H", "H", "H", "H", "H", "H", "H", "H", "H", "H", "H", "H", "H", "H", "H", "H", "H", "H", "H", "H", "H", "C", "C", "C", "O", "C", "C", "C", "O", "H", "H", "H", "H", "C", "C", "C", "O", "C", "C", "C", "O", "H", "H", "H", "H", "C", "C", "C", "O", "C", "C", "C", "O", "H", "H", "H", "H", "C", "C", "C", "O", "C", "C", "C", "O", "H", "H", "H", "H"],
  "positions_angstrom": [[2.0114, 4.9233, -1.8094], [2.0909, 3.6284, -2.7162], [0.4167, 2.7383, -3.1000], [1.0662, 1.0233, -3.6306], [-0.9373, 2.6738, -1.3283], [-1.6641, 0.9324, -1.8253], [-3.1410, 0.5635, -1.4989], [-3.6996, -0.6572, -2.4491], [-2.3749, -1.7976, -3.0633], [-1.6893, -2.8020, -1.6728], [-2.5904, -3.1954, -0.2937], [-0.2891, -3.2931, -1.7890], [0.5496, -3.1439, -2.9921], [1.8829, -3.8537, -2.6390], [1.8284, -4.3562, -1.2683], [0.5053, -4.0108, -0.8055], [-2.1292, 2.9564, 0.1618], [-1.5704, 2.6383, 1.6261], [-2.6839, 3.3582, 2.6152], [-1.6185, 1.2463, 2.0478], [-0.8967, 1.0723, 3.2875], [-1.8226, 0.5085, 4.5056], [-2.1871, 1.4815, 5.6720], [-3.0389, 0.8919, 6.8637], [-3.4883, -0.6151, 6.7827], [-3.1210, -1.5530, 5.5755], [-2.2691, -0.9741, 4.4010], [0.2330, 2.0077, -0.1794], [1.2851, 1.3546, -0.2854], [2.6561, 2.0856, 0.2894], [1.6423, -0.2261, -0.5245], [-2.2035, 3.5843, -2.4505], [-3.5847, 3.8605, -2.0974], [-1.8274, 4.1549, -3.7674], [-1.9654, 5.6045, -3.5229], [3.0870, 5.3407, -1.6730], [1.3469, 5.7361, -2.2738], [1.6092, 4.7439, -0.7537], [2.9267, 2.8703, -2.4407], [2.4152, 3.9994, -3.7717], [2.1033, 0.8111, -3.1490], [1.3124, 1.1339, -4.7629], [0.3374, 0.1595, -3.5597], [-0.4204, 4.0160, -1.0061], [-0.9814, 0.0978, -1.4556], [-1.6221, 0.9808, -2.9919], [-3.1965, 0.1215, -0.4266], [-3.9563, 1.3575, -1.5429], [-4.4210, -1.2635, -1.7903], [-4.2403, -0.2054, -3.3499], [0.2394, -2.6251, -3.9620], [2.7625, -3.9490, -3.3594], [0.1016, -4.2813, 0.2319], [-3.1923, 2.5972, 0.1041], [-2.2659, 4.1177, 0.2016], [-0.6115, 3.2012, 1.9257], [-2.8662, 4.4473, 2.2622], [-2.2507, 3.4368, 3.6698], [-3.6827, 2.8041, 2.5941], [-0.4263, 2.0310, 3.7038], [-0.0362, 0.3336, 3.0849], [-1.8303, 2.5781, 5.6586], [-3.3611, 1.5395, 7.7481], [-4.1177, -1.0952, 7.6234], [-3.4536, -2.6381, 5.4880], [-1.9509, -1.5766, 3.4692], [2.4635, 3.1627, 0.6062], [3.5463, 1.9389, -0.4112], [2.9063, 1.4787, 1.2505], [2.7625, -0.3759, -0.7847], [1.4395, -0.8587, 0.4198], [1.0603, -0.7055, -1.3755], [-4.1229, 3.7175, -2.9134], [-1.0657, 6.1846, -3.9619], [-2.9793, 6.0145, -3.8478], [-1.8987, 5.7907, -2.3777], [5.0843, -1.3505, -6.2761], [4.4699, -2.2204, -5.4741], [4.3847, -3.6541, -5.8199], [3.8213, -4.4483, -5.0879], [5.0081, -4.0881, -7.0885], [5.6228, -3.2184, -7.8907], [5.7078, -1.7832, -7.5441], [6.2710, -0.9889, -8.2758], [5.1546, -0.2981, -6.0387], [4.0086, -1.9194, -4.5413], [4.9367, -5.1423, -7.3257], [6.0840, -3.5190, -8.8235], [-5.4784, -1.0551, 2.5759], [-6.0818, -1.4941, 3.6798], [-7.4634, -2.0178, 3.6425], [-8.0169, -2.4177, 4.6515], [-8.1493, -2.0378, 2.3323], [-7.5449, -1.5991, 1.2275], [-6.1629, -1.0751, 1.2673], [-5.6077, -0.6771, 0.2631], [-4.4664, -0.6674, 2.5859], [-5.5931, -1.4873, 4.6462], [-9.1605, -2.4255, 2.3225], [-8.0322, -1.6062, 0.2602], [8.9303, -0.0558, -4.5685], [10.0236, 0.6842, -4.3813], [9.9518, 2.0052, -3.7213], [10.9492, 2.6819, -3.5520], [8.6221, 2.4728, -3.2757], [7.5285, 1.7326, -3.4629], [7.6007, 0.4119, -4.1228], [6.6032, -0.2652, -4.2923], [8.9644, -1.0250, -5.0506], [11.0050, 0.3562, -4.7010], [8.5878, 3.4417, -2.7937], [6.5469, 2.0605, -3.1433], [-2.8510, -5.4775, 8.6725], [-2.3487, -5.4231, 9.9066], [-1.3717, -4.3823, 10.2918], [-0.9115, -4.3337, 11.4179], [-0.9748, -3.4041, 9.2572], [-1.4771, -3.4582, 8.0226], [-2.4540, -4.4990, 7.6377], [-2.9147, -4.5483, 6.5121], [-3.5667, -6.2331, 8.3730], [-2.6293, -6.1314, 10.6763], [-0.2593, -2.6485, 9.5566], [-1.1966, -2.7497, 7.2528]]
}



2.
{
  "formula": "C48H57ClFN3SbSc",
  "method": "ωB97M-V/def2-TZVPD",
  "e_above_lowest_ev": 1.124,
  "elements": ["Sc", "C", "C", "C", "C", "C", "C", "C", "C", "C", "C", "C", "C", "C", "C", "C", "C", "C", "H", "H", "H", "H", "H", "H", "H", "H", "H", "H", "H", "H", "H", "H", "H", "H", "H", "H", "H", "H", "H", "H", "H", "H", "H", "H", "H", "H", "H", "C", "C", "C", "C", "C", "C", "N", "Sb", "C", "C", "C", "C", "C", "C", "N", "C", "C", "C", "C", "C", "C", "N", "H", "H", "H", "H", "H", "H", "H", "H", "H", "H", "H", "H", "H", "H", "H", "H", "H", "H", "F", "C", "C", "C", "C", "C", "C", "H", "H", "H", "H", "Cl", "C", "C", "C", "C", "C", "C", "C", "H", "H", "H", "H", "H", "H"],
  "positions_angstrom": [[0.0652, 0.9728, -0.2187], [0.7921, -1.3674, 1.8025], [1.2023, -2.5571, 1.2539], [2.3156, -2.2612, 0.3570], [2.5337, -0.9103, 0.4368], [1.6068, -0.2274, 1.3486], [2.3969, 0.4542, 2.5163], [3.1210, 1.7305, 2.0711], [1.4979, 0.7995, 3.7084], [3.4551, -0.5432, 3.0286], [3.1716, -3.1013, -0.5983], [4.4411, -2.3163, -0.9869], [3.6953, -4.4276, -0.0281], [2.4075, -3.3850, -1.9026], [0.7135, -3.8780, 1.8298], [1.8248, -4.4004, 2.7586], [-0.5201, -3.6920, 2.7272], [0.3064, -4.9312, 0.7934], [0.0272, -1.2644, 2.5606], [3.3766, -0.3991, 0.0076], [2.4358, 2.5728, 2.0521], [3.5689, 1.6132, 1.0865], [3.9179, 1.9738, 2.7731], [0.6195, 1.3539, 3.3946], [2.0437, 1.4118, 4.4261], [1.1699, -0.1022, 4.2184], [4.2608, -0.6576, 2.3087], [3.0011, -1.5188, 3.1892], [3.8841, -0.1979, 3.9698], [4.9561, -1.9596, -0.0982], [4.2167, -1.4689, -1.6304], [5.1258, -2.9659, -1.5298], [4.3004, -4.2391, 0.8574], [4.3328, -4.9096, -0.7701], [2.9091, -5.1306, 0.2180], [2.1960, -2.4584, -2.4350], [1.4687, -3.8975, -1.7160], [3.0088, -4.0184, -2.5542], [2.0366, -3.6589, 3.5266], [2.7442, -4.5944, 2.2254], [1.5079, -5.3171, 3.2524], [-0.2989, -3.0870, 3.6013], [-0.8509, -4.6670, 3.0786], [-1.3403, -3.2350, 2.1847], [0.9870, -4.9769, -0.0471], [-0.6851, -4.7009, 0.4121], [0.2649, -5.9141, 1.2616], [-3.4282, 1.5446, -2.9205], [-4.0682, 1.8155, -1.6040], [-5.2772, 2.5014, -1.5046], [-5.8052, 2.7683, -0.2555], [-5.1270, 2.3091, 0.8630], [-3.9543, 1.6031, 0.6647], [-3.4347, 1.3642, -0.5237], [-2.8835, 0.7159, 2.3217], [-2.7913, -1.1931, 1.2512], [-3.7243, -2.0370, 1.8407], [-3.9968, -3.2525, 1.2465], [-3.2954, -3.5749, 0.1006], [-2.3321, -2.6958, -0.3907], [-1.5200, -3.0995, -1.5759], [-2.0966, -1.5066, 0.1771], [-1.3249, 2.2877, 2.5142], [-1.4968, 2.8824, 3.7590], [-0.6870, 3.9446, 4.1136], [0.1960, 4.4290, 3.1657], [0.2857, 3.8052, 1.9225], [1.1724, 4.3934, 0.8698], [-0.4276, 2.7061, 1.6311], [-3.8373, 2.1856, -3.6963], [-3.6008, 0.5060, -3.2001], [-2.3525, 1.7030, -2.8359], [-5.7839, 2.8394, -2.3941], [-6.7291, 3.3195, -0.1480], [-5.4918, 2.4897, 1.8651], [-4.2198, -1.7351, 2.7525], [-4.7162, -3.9369, 1.6732], [-3.4731, -4.5136, -0.4021], [-1.8670, -2.5947, -2.4762], [-0.4837, -2.8272, -1.4042], [-1.5926, -4.1707, -1.7420], [-2.2404, 2.4871, 4.4416], [-0.7438, 4.3824, 5.1001], [0.8186, 5.2857, 3.3812], [2.0025, 4.9295, 1.3226], [0.5907, 5.1027, 0.2807], [1.5489, 3.6276, 0.1891], [-1.5538, 6.6721, -3.1058], [-1.1845, 5.4981, -2.5211], [-0.0216, 4.8710, -2.9157], [0.3125, 3.6529, -2.3388], [-0.4452, 3.0155, -1.3336], [-1.5826, 3.7584, -0.9500], [-1.9708, 4.9573, -1.5259], [0.6035, 5.3229, -3.6715], [1.2277, 3.2055, -2.7024], [-2.2100, 3.4018, -0.1379], [-2.8745, 5.4629, -1.2155], [2.5032, 0.9424, -2.1085], [1.5104, 0.9024, -3.5387], [1.9846, 1.4536, -4.7090], [1.1451, 1.5403, -5.8073], [-0.1481, 1.0504, -5.7111], [-0.5931, 0.4694, -4.5449], [0.2164, 0.3799, -3.4000], [-0.2450, -0.2168, -2.1539], [2.9971, 1.8267, -4.7532], [1.4988, 1.9774, -6.7278], [-0.8127, 1.1107, -6.5611], [-1.5871, 0.0462, -4.5075], [0.4547, -1.0141, -1.8586], [-1.2461, -0.6255, -2.2960]]
}